*w*
C3H8O3 | ωB97M-V with the def2-TZVPD basis set

The SMILES is COC(C)=O.O. The calculation puts the frontier orbital gap at 11.3 eV. The calculation puts the highest occupied orbital energy at -10.650 eV.

Geometry as XYZ:
```
14
Properties=species:S:1:pos:R:3:mulliken_charge:R:1
H -1.171 1.366 0.561 0.27
C 0.783 -0.089 -0.210 0.83
C 1.738 -1.241 -0.259 -1.00
H -3.012 -0.819 -0.362 0.31
O 0.107 0.247 -1.203 -0.65
H 1.824 -1.640 -1.284 0.30
H 0.318 2.359 0.642 0.25
H 1.400 -2.052 0.407 0.28
O -2.811 -0.489 -1.267 -0.64
O 0.663 0.462 0.982 -0.31
C -0.239 1.539 1.126 -0.51
H -0.501 1.849 2.151 0.23
H 2.736 -0.906 0.073 0.32
H -1.836 -0.587 -1.356 0.33
```

***

*x*
C3H8O3 | ωB97M-V with the def2-TZVPD basis set

The SMILES is O=CCCO.O. The calculation puts the frontier orbital gap at 10.8 eV. The calculation puts the highest occupied orbital energy at -9.862 eV.

Geometry as XYZ:
```
14
Properties=species:S:1:pos:R:3:mulliken_charge:R:1
O 1.053 2.957 1.380 -0.61
H 1.257 -1.208 -0.143 0.29
H 0.250 3.072 0.856 0.31
H -1.885 -1.532 -0.431 0.31
O 1.038 1.009 -1.298 -0.47
H -0.834 -2.584 0.504 0.30
C 0.170 0.171 -1.367 0.12
H -0.242 -0.650 1.591 0.31
H 1.367 3.842 1.539 0.30
O -1.063 -0.611 1.136 -0.49
H 0.370 -1.890 -1.530 0.34
C 0.308 -1.217 -0.721 -0.45
H -0.873 0.264 -1.619 0.31
C -0.916 -1.624 0.104 -0.57
```

***

Quick ranking, most stable first: *w*, *x*.

***

*w*
C6H15N3 | ωB97M-V with the def2-TZVPD basis set

The SMILES is CCN(C)C.N#CCN. The calculation puts the frontier orbital gap at 9.0 eV. The calculation puts the highest occupied orbital energy at -8.238 eV.

Geometry as XYZ:
```
24
Properties=species:S:1:pos:R:3:mulliken_charge:R:1
H -2.276 -2.622 0.845 0.35
H 0.725 -1.602 -1.093 0.28
H 0.756 -0.346 2.178 0.42
C 1.103 1.561 -2.092 0.21
N 1.090 0.496 -2.508 -0.44
H -0.933 -3.645 1.380 0.33
H -0.882 -2.308 -1.284 0.34
C -0.668 -0.349 0.705 -0.52
H -0.095 4.123 -0.451 0.25
H 0.318 1.387 1.580 0.35
C 0.001 -2.269 -0.626 -1.00
H 1.402 0.304 0.649 0.16
N -0.316 -1.780 0.703 0.03
H -0.877 0.021 -0.311 0.38
C 0.543 0.356 1.315 -1.14
C -1.299 -2.619 1.359 -1.07
H 1.965 2.809 -0.693 0.24
H 0.419 -3.273 -0.551 0.35
C 1.161 2.860 -1.450 -0.18
H 1.450 3.599 -2.204 0.37
H -0.465 2.536 -0.257 0.18
H -1.542 -0.192 1.345 0.38
N -0.144 3.226 -0.920 -0.62
H -1.437 -2.274 2.383 0.34
```

***

*x*
C6H15N3 | ωB97M-V with the def2-TZVPD basis set

The SMILES is [H]/N=N/C=C.CC(C)(C)N. The calculation puts the frontier orbital gap at 8.3 eV. The calculation puts the highest occupied orbital energy at -8.631 eV.

Geometry as XYZ:
```
24
Properties=species:S:1:pos:R:3:mulliken_charge:R:1
N -1.021 -1.549 -1.627 0.03
H 0.134 1.255 2.520 0.37
H 2.764 1.514 0.911 0.40
H 0.555 -2.329 -2.250 0.25
C -2.894 -0.281 -0.902 -0.57
H 0.990 -1.766 0.490 0.32
H 0.373 -1.135 2.007 0.52
C 0.873 0.522 0.623 1.70
H -3.601 0.521 -1.034 0.27
N 0.808 0.918 -0.747 -0.74
H -2.965 -0.865 0.003 0.28
H -1.006 1.432 1.176 0.34
H 2.903 -0.183 0.450 0.40
H -0.147 1.091 -1.042 0.25
C 0.300 -1.047 0.926 -1.59
H -0.756 -1.220 0.739 0.30
H 0.387 2.510 1.296 0.42
C 0.044 1.488 1.461 -1.70
H 2.428 0.247 2.101 0.36
H 1.207 0.208 -1.370 0.29
C 2.336 0.523 1.053 -1.66
C -1.924 -0.508 -1.789 -0.17
H -1.827 0.093 -2.692 0.51
N 0.038 -1.441 -2.304 -0.61
```

***

*y*
C6H15N3 | ωB97M-V with the def2-TZVPD basis set

The calculation puts the frontier orbital gap (alpha / beta) at 7.5 / 7.5 eV. The calculation puts the highest occupied orbital energy (alpha / beta) at -7.369 / -7.369 eV.

Geometry as XYZ:
```
24
Properties=species:S:1:pos:R:3:mulliken_charge:R:1
H 2.601 -2.104 -0.769 0.37
C -1.974 0.545 1.505 -1.24
H 1.603 0.073 -1.783 0.42
N 2.275 0.572 0.091 -0.89
H -2.523 -0.212 0.947 0.32
C -0.411 0.376 -0.897 0.87
H 0.897 -2.248 -1.187 0.32
H -2.321 1.528 1.189 0.35
C 1.583 -0.226 -0.735 0.28
H -0.077 -0.592 1.409 0.29
H 2.609 0.020 0.886 0.31
H 0.114 2.198 -0.792 0.30
H -2.221 -0.277 -1.847 0.45
C -0.498 0.403 1.303 -0.01
H 1.300 1.278 1.077 0.38
H -1.430 -1.532 -0.860 0.38
H -0.073 2.319 1.547 0.31
H 1.380 -2.000 0.498 0.32
C -1.261 -0.691 -1.535 -1.81
C 1.600 -1.728 -0.538 -1.26
H -2.209 0.412 2.567 0.37
N -0.540 1.573 -1.277 -0.76
N 0.338 1.392 1.628 -0.43
H -0.760 -1.077 -2.426 0.36
```

***

Quick ranking, most stable first: *w*, *x*, *y*.

***

*w*
CH4N2O2 | ωB97M-V with the def2-TZVPD basis set

The calculation puts the frontier orbital gap at 10.0 eV. The calculation puts the highest occupied orbital energy at -10.092 eV.

Geometry as XYZ:
```
9
Properties=species:S:1:pos:R:3:mulliken_charge:R:1
N 0.949 0.346 0.603 0.91
H 0.177 -0.831 -1.460 0.29
H -0.785 -1.108 1.253 0.23
O 1.168 0.766 1.710 -0.53
H -1.117 0.771 0.615 0.34
H -1.065 0.276 -1.652 0.24
C -0.440 0.002 0.253 -0.45
N -0.659 -0.426 -1.048 -0.46
O 1.773 0.203 -0.275 -0.56
```

***

*x*
CH4N2O2 | ωB97M-V with the def2-TZVPD basis set

The SMILES is O=NNCO. The calculation puts the frontier orbital gap at 10.3 eV. The calculation puts the highest occupied orbital energy at -9.974 eV.

Geometry as XYZ:
```
9
Properties=species:S:1:pos:R:3:mulliken_charge:R:1
C 0.183 0.136 0.031 -0.14
H 0.215 0.295 1.076 0.28
H 0.569 1.090 -0.384 0.27
H 0.831 -1.958 0.166 0.24
O -1.136 0.053 -0.428 -0.51
O 2.560 -2.001 -1.168 -0.48
N 0.848 -1.078 -0.298 0.10
N 1.940 -0.919 -0.981 -0.09
H -1.052 -0.721 -0.991 0.34
```

***

*y*
CH4N2O2 | ωB97M-V with the def2-TZVPD basis set

The SMILES is N=C=O.NO. The calculation puts the frontier orbital gap at 10.4 eV. The calculation puts the highest occupied orbital energy at -9.703 eV.

Geometry as XYZ:
```
9
Properties=species:S:1:pos:R:3:mulliken_charge:R:1
C -2.727 0.045 0.016 0.45
H 1.478 0.802 -1.506 0.33
H -1.714 -1.706 -0.209 0.29
N 1.087 0.456 0.450 -0.44
O -3.469 0.889 -0.192 -0.39
H 1.023 -0.544 0.879 0.26
O 0.688 0.443 -0.939 -0.40
H 0.417 1.071 1.075 0.25
N -2.075 -0.889 0.264 -0.34
```

***

*z*
CH4N2O2 | ωB97M-V with the def2-TZVPD basis set

The SMILES is NC(=O)NO. The calculation puts the frontier orbital gap at 11.0 eV. The calculation puts the highest occupied orbital energy at -10.307 eV.

Geometry as XYZ:
```
9
Properties=species:S:1:pos:R:3:mulliken_charge:R:1
H -1.311 -1.224 -0.552 0.25
C -0.285 0.295 -0.076 0.54
H 0.901 -1.018 1.029 0.27
O -0.281 1.519 -0.011 -0.61
N 0.887 -0.589 -0.004 -0.30
H 1.772 1.025 0.281 0.34
O 2.024 0.194 -0.275 -0.36
H -2.287 0.180 -0.300 0.27
N -1.422 -0.381 -0.093 -0.40
```

***

Quick ranking, most stable first: *z*, *y*, *x*, *w*.

***

*w*
C4H9N2 | ωB97M-V with the def2-TZVPD basis set

The SMILES is C=NCCC=[NH2+]. The calculation puts the frontier orbital gap at 8.5 eV. The total charge is +1. The calculation puts the highest occupied orbital energy at -13.398 eV.

Geometry as XYZ:
```
15
Properties=species:S:1:pos:R:3:mulliken_charge:R:1
H 1.094 0.380 0.674 0.26
H 0.020 1.983 0.237 0.38
C 0.257 0.807 0.063 -0.50
N 0.650 0.707 -1.305 -0.38
H -1.747 -1.807 1.379 0.39
H -1.278 0.479 1.543 0.35
H 0.540 2.761 -1.613 0.22
H 1.196 -1.943 0.414 0.35
C -0.808 -1.455 0.968 0.11
C -0.923 -0.017 0.593 -0.60
N 0.256 -2.121 0.972 -0.30
H -1.620 0.103 -0.265 0.33
H 0.198 -3.137 1.235 0.31
H 1.345 1.512 -2.888 0.29
C 0.820 1.747 -2.007 -0.21
```

***

*x*
C4H9N2 | ωB97M-V with the def2-TZVPD basis set

The calculation puts the frontier orbital gap at 9.9 eV. The total charge is +1. The calculation puts the highest occupied orbital energy at -14.444 eV.

Geometry as XYZ:
```
15
Properties=species:S:1:pos:R:3:mulliken_charge:R:1
H 2.511 -0.714 1.542 0.34
C 1.692 -0.001 0.986 -0.95
N -2.344 0.590 0.079 -0.31
H 2.113 0.649 0.292 0.34
C 0.795 -0.840 0.232 0.40
H 0.414 1.284 -1.213 0.21
H -2.953 0.079 0.704 0.25
C -1.072 0.518 -0.071 0.19
H 1.670 -2.506 -0.255 0.23
C 0.662 -1.960 -0.364 -0.57
H -0.057 -2.366 -0.977 0.37
H -1.224 1.975 -1.453 0.21
H -2.925 1.337 -0.242 0.20
N -0.546 1.347 -0.979 -0.29
H 1.263 0.609 1.718 0.36
```

***

Quick ranking, most stable first: *w*, *x*.

***

*w*
C4H9N2 | ωB97M-V with the def2-TZVPD basis set

The calculation puts the frontier orbital gap at 9.2 eV. The total charge is +1. The calculation puts the highest occupied orbital energy at -14.010 eV.

Geometry as XYZ:
```
15
Properties=species:S:1:pos:R:3:mulliken_charge:R:1
H 0.634 0.682 -0.943 0.20
H -3.431 1.373 0.040 0.27
N 0.521 -0.059 -0.252 -0.43
H -1.710 1.328 0.686 0.26
H -2.853 -1.346 1.116 0.31
H 2.958 0.877 -0.737 0.31
H 3.440 0.397 0.908 0.28
H 3.572 -0.757 -0.400 0.28
C 2.968 0.064 -0.014 -0.97
N -2.654 -0.630 0.436 -0.05
H -1.871 -0.751 -1.622 0.38
C 1.608 -0.438 0.277 0.01
H 1.534 -1.229 1.018 0.35
C -2.196 -0.318 -0.701 0.15
C -2.520 0.806 0.189 -0.35
```

***

*x*
C4H9N2 | ωB97M-V with the def2-TZVPD basis set

The SMILES is [H]/N=C/C(C)=[NH+]/C. The calculation puts the frontier orbital gap at 10.6 eV. The total charge is +1. The calculation puts the highest occupied orbital energy at -15.619 eV.

Geometry as XYZ:
```
15
Properties=species:S:1:pos:R:3:mulliken_charge:R:1
C 1.638 1.153 0.091 -1.00
H -0.531 1.589 -0.370 0.43
N -2.305 0.833 0.104 -0.51
H 0.685 -1.753 -1.165 0.36
C -1.869 -0.334 0.132 -0.10
H 2.017 0.838 1.134 0.35
H -3.264 0.940 0.417 0.30
H 1.546 -1.289 0.260 0.37
C 0.564 -1.596 -0.138 -1.03
N 0.303 0.814 -0.190 -0.12
H 2.338 0.646 -0.689 0.36
C -0.201 -0.366 -0.167 0.48
H 1.545 2.179 0.095 0.37
H -2.359 -1.248 0.137 0.41
H -0.108 -2.407 0.348 0.34
```

***

Quick ranking, most stable first: *x*, *w*.